Entry 1:
{"formula": "ClH2NOS2", "method": "ωB97M-V with the def2-TZVPD basis set", "lumo_energy_ha": [-0.0332, -0.1110], "e_homo_ha": [-0.368, -0.304], "species": ["N", "O", "S", "S", "Cl", "H", "H"], "coordinates": [[0.725, -0.193, 0.405], [1.630, 2.033, -0.450], [-2.577, -0.238, -0.391], [0.500, 1.522, 0.306], [1.694, -1.105, -0.643], [-0.233, -0.706, 0.716], [-1.739, -1.314, 0.058]], "mulliken_charge": [-0.22, -0.44, -0.14, 0.49, -0.02, 0.21, 0.12]}

---

Entry 2:
{"formula": "C4H7N3S", "method": "ωB97M-V with the def2-TZVPD basis set", "lumo_energy_ha": 0.0291, "e_homo_ha": -0.315, "smiles": "[H]/N=C/NN1CCC1=S", "species": ["C", "C", "C", "C", "H", "H", "H", "H", "H", "H", "H", "N", "N", "N", "S"], "coordinates": [[-0.068, 0.585, 1.981], [1.016, 0.118, -1.346], [-0.297, -0.234, -2.121], [-0.909, -0.638, -0.802], [-0.815, 1.172, 3.528], [-0.297, 1.490, 1.422], [0.723, -1.204, 1.570], [1.432, 1.159, -1.282], [1.894, -0.489, -1.447], [-0.057, -1.136, -2.750], [-0.847, 0.578, -2.633], [-0.304, 0.353, 3.177], [0.629, -0.270, 1.128], [0.244, -0.357, -0.176], [-2.344, -1.128, -0.248]], "mulliken_charge": [-0.03, -0.51, -0.34, 0.10, 0.27, 0.36, 0.30, 0.22, 0.26, 0.25, 0.28, -0.62, -0.65, 0.47, -0.37]}

---

Entry 3:
{"formula": "C30H54F5O9PS", "method": "ωB97M-V with the def2-TZVPD basis set", "lumo_energy_ha": -0.0329, "e_homo_ha": -0.244, "species": ["C", "C", "C", "O", "C", "C", "C", "O", "O", "O", "C", "O", "C", "C", "O", "O", "S", "O", "O", "C", "F", "F", "C", "F", "F", "F", "C", "C", "C", "H", "H", "H", "H", "H", "H", "H", "H", "H", "H", "H", "H", "H", "H", "H", "H", "H", "H", "C", "C", "C", "C", "P", "C", "C", "C", "C", "C", "C", "C", "C", "C", "C", "C", "C", "H", "H", "H", "H", "H", "H", "H", "H", "H", "H", "H", "H", "H", "H", "H", "H", "H", "H", "H", "H", "H", "H", "H", "H", "H", "H", "H", "H", "H", "H", "H", "H", "H", "H", "H", "H"], "coordinates": [[-4.575, -1.604, -0.406], [-4.763, -0.520, 0.645], [-5.442, 0.739, 0.102], [-4.623, 1.874, 0.293], [-5.356, 3.056, 0.596], [-5.504, 3.319, 2.118], [-7.031, 3.642, 2.298], [-7.390, 4.612, 1.601], [-7.675, 2.906, 3.060], [-5.239, 2.068, 2.797], [-3.983, 1.985, 3.190], [-3.413, 0.973, 3.415], [-3.469, 3.423, 3.442], [-3.458, 3.540, 4.993], [-2.455, 2.716, 5.557], [-3.087, 1.849, 6.503], [-1.712, 3.617, 3.018], [-0.968, 2.414, 3.230], [-1.236, 4.798, 3.680], [-1.458, 3.897, 1.185], [-1.284, 5.210, 0.935], [-2.443, 3.404, 0.439], [-0.152, 3.178, 0.744], [0.899, 3.536, 1.463], [-0.298, 1.856, 0.774], [0.092, 3.532, -0.535], [-4.567, 4.348, 2.824], [-5.436, 5.020, 3.918], [-4.078, 5.516, 1.966], [-3.846, -1.297, -1.150], [-4.173, -2.499, 0.072], [-5.509, -1.901, -0.877], [-3.781, -0.222, 1.002], [-5.285, -0.903, 1.516], [-6.399, 0.868, 0.604], [-5.638, 0.593, -0.964], [-6.355, 2.971, 0.183], [-4.887, 3.875, 0.068], [-4.418, 3.187, 5.347], [-3.283, 4.562, 5.306], [-2.929, 0.989, 6.089], [-4.820, 5.679, 4.532], [-5.911, 4.306, 4.580], [-6.174, 5.637, 3.429], [-3.855, 5.249, 0.944], [-3.175, 5.936, 2.403], [-4.825, 6.298, 1.943], [1.820, -0.096, 1.088], [2.918, -1.149, 1.179], [4.144, -0.778, 0.346], [3.948, -0.919, -1.171], [4.049, -2.569, -1.882], [5.585, -3.307, -1.266], [6.913, -2.544, -1.385], [7.569, -2.436, -2.766], [7.692, -3.753, -3.526], [4.232, -2.402, -3.666], [3.134, -1.789, -4.552], [1.858, -2.606, -4.758], [2.082, -4.068, -5.130], [2.852, -3.803, -1.331], [1.329, -3.779, -1.559], [0.577, -2.458, -1.319], [-0.251, -2.475, -0.035], [1.524, 0.087, 0.053], [0.933, -0.397, 1.640], [2.154, 0.855, 1.503], [2.521, -2.121, 0.872], [3.221, -1.264, 2.221], [5.008, -1.366, 0.667], [4.399, 0.264, 0.547], [4.752, -0.368, -1.675], [3.030, -0.422, -1.491], [5.666, -4.309, -1.695], [5.400, -3.474, -0.201], [7.617, -3.052, -0.722], [6.793, -1.538, -0.975], [8.570, -2.027, -2.617], [7.055, -1.695, -3.382], [8.400, -4.423, -3.038], [8.048, -3.574, -4.540], [6.740, -4.280, -3.612], [4.569, -3.361, -4.065], [5.089, -1.730, -3.765], [3.593, -1.616, -5.527], [2.865, -0.803, -4.165], [1.274, -2.125, -5.543], [1.241, -2.537, -3.862], [2.516, -4.161, -6.126], [1.136, -4.609, -5.128], [2.742, -4.583, -4.427], [3.045, -3.923, -0.261], [3.229, -4.732, -1.775], [0.912, -4.544, -0.902], [1.126, -4.147, -2.564], [-0.107, -2.281, -2.151], [1.262, -1.608, -1.310], [-1.077, -3.178, -0.126], [-0.676, -1.493, 0.170], [0.349, -2.770, 0.829]], "mulliken_charge": [-1.46, 0.05, -0.43, -0.20, -1.90, 2.17, 0.44, -0.75, -0.76, -0.40, -0.48, -0.57, 1.93, -1.96, -0.18, -0.47, 1.41, -0.59, -0.73, 0.59, -0.28, -0.15, 0.56, -0.25, -0.17, -0.29, 1.17, -2.62, -2.03, 0.33, 0.38, 0.40, -0.15, 0.37, 0.23, 0.53, 0.48, 0.45, 0.93, 0.33, 0.35, 0.50, 0.40, 0.70, 0.31, 0.42, 0.38, -1.36, -0.04, -1.23, -1.15, 1.23, -1.48, -0.84, -0.38, -1.27, -0.70, -1.04, 0.36, -1.37, -0.94, -1.25, 0.52, -1.83, 0.17, 0.45, 0.59, -0.22, 0.49, 0.39, 0.58, 0.69, 0.71, 0.76, 0.52, 0.50, 0.24, 0.45, 0.23, 0.37, 0.36, 0.26, 0.54, 0.10, 0.46, 0.36, 0.49, -0.44, 0.35, 0.42, 0.28, 0.77, 0.59, 0.57, 0.24, 0.57, -0.21, 0.52, 0.31, 0.32]}

---

Entry 4:
{"formula": "C22H14Cl4N12OSV", "method": "ωB97M-V with the def2-TZVPD basis set", "s2": 0.77, "charge": -2, "lumo_energy_ha": [0.1509, 0.1509], "e_homo_ha": [-0.033, -0.007], "multiplicity": 2, "species": ["V", "Cl", "C", "C", "C", "Cl", "C", "C", "C", "C", "N", "C", "C", "O", "H", "H", "H", "H", "N", "C", "N", "N", "N", "N", "C", "N", "N", "N", "N", "H", "Cl", "C", "C", "C", "C", "C", "Cl", "C", "S", "H", "H", "H", "N", "C", "C", "C", "N", "C", "C", "H", "H", "H", "H", "H", "H"], "coordinates": [[-0.678, 0.085, -0.828], [-0.258, -3.908, 1.403], [0.079, -2.606, 2.510], [0.266, -2.942, 3.851], [0.531, -1.981, 4.781], [0.746, -2.452, 6.459], [0.641, -0.626, 4.400], [0.930, 0.423, 5.300], [1.044, 1.700, 4.831], [0.884, 1.932, 3.453], [0.607, 0.986, 2.594], [0.462, -0.283, 3.031], [0.127, -1.289, 2.021], [-0.084, -0.990, 0.809], [0.186, -3.980, 4.145], [1.057, 0.196, 6.350], [1.261, 2.526, 5.497], [0.990, 2.936, 3.053], [-3.016, -0.579, -3.387], [-3.239, -1.189, -2.160], [-4.260, -2.008, -1.961], [-4.096, -2.430, -0.693], [-3.049, -1.883, -0.168], [-2.466, -1.079, -1.086], [-2.153, 0.473, -3.605], [-2.133, 1.154, -4.743], [-1.125, 2.033, -4.582], [-0.568, 1.877, -3.430], [-1.211, 0.889, -2.764], [-3.780, -0.644, -4.036], [1.300, 1.579, -0.616], [0.753, 3.011, 0.238], [1.724, 3.957, 0.498], [1.397, 5.120, 1.180], [0.083, 5.299, 1.586], [-0.867, 4.331, 1.309], [-2.486, 4.647, 1.879], [-0.599, 3.128, 0.616], [-1.837, 1.966, 0.282], [2.737, 3.772, 0.163], [2.147, 5.872, 1.386], [-0.219, 6.188, 2.125], [2.526, -4.158, -4.256], [1.801, -3.191, -3.541], [1.861, -1.846, -3.888], [1.160, -0.921, -3.139], [0.408, -1.256, -2.084], [0.339, -2.554, -1.760], [1.026, -3.540, -2.443], [2.670, -3.911, -5.223], [2.133, -5.084, -4.178], [2.447, -1.515, -4.738], [1.173, 0.133, -3.391], [-0.305, -2.799, -0.927], [0.932, -4.571, -2.125]], "mulliken_charge": [0.85, -0.26, 0.74, -0.70, 0.71, -0.33, 0.39, -0.83, -1.00, 0.23, 0.12, -0.13, -0.79, -0.24, 0.44, 0.36, 0.39, 0.04, -0.06, 0.34, -0.65, -0.76, -0.57, 0.75, 0.43, -0.66, -0.74, -0.59, 0.79, 0.30, -0.23, 0.63, -0.66, -0.43, -0.74, 0.42, -0.26, -0.10, -0.41, 0.37, 0.33, 0.36, -0.62, 1.25, -0.98, -0.37, 0.47, -0.39, -0.89, 0.23, 0.23, 0.29, 0.41, 0.21, 0.30]}